Molecular formula: C5H9N2O
Method: DFT, ωB97M-V with the def2-TZVPD basis set

Element x y z (Å)
N -2.0467 -1.2900 -0.2470
C -0.9141 -0.4594 0.2665
C -0.8051 1.1405 0.0009
O -1.2916 2.1278 0.3605
N 0.3605 0.9903 -0.7040
C 1.6316 1.3773 -0.0392
C 1.7534 -0.1274 0.3973
C 0.5258 -0.4324 -0.4299
H -2.9647 -1.0058 0.1716
H -2.1176 -2.3736 -0.0408
H -2.1008 -0.9978 -1.2966
H -0.7457 -0.6410 1.3032
H 1.4820 2.1160 0.6675
H 2.3604 1.6440 -0.6769
H 2.6792 -0.8020 0.1506
H 1.5029 -0.1691 1.4714
H 0.6906 -1.0974 -1.3553

Summary:
LUMO in eV: -4.28
HOMO level in eV: -13.7
Net charge: +1
Total energy in hartree: -380.31379
Spin multiplicity: 1



Molecular formula: C5H9N2O
Method: DFT, ωB97M-V with the def2-TZVPD basis set

Element x y z (Å)
C -0.9549 -0.7163 0.0185
C 2.3280 -0.1597 0.2039
C -2.1983 -1.6941 0.0202
C 3.5061 0.6133 -0.0522
C -1.8061 1.5219 -0.1219
N 0.3021 -1.4024 0.2425
N -0.7904 0.5213 -0.1632
O 1.3103 -0.7570 0.2042
H -2.8673 -1.3080 0.7401
H -2.5121 -1.8623 -1.0710
H -1.7349 -2.6237 0.4627
H 3.9755 1.0305 0.7832
H 4.1961 -0.0812 -0.5736
H 3.1925 1.5195 -0.7443
H -1.5448 2.3812 -0.7182
H -2.8656 1.1901 -0.1762
H -1.5361 1.8269 0.9453

Summary:
LUMO (spin up / spin down) in eV: -5.36 / -5.36
HOMO level (spin up / spin down) in eV: -13.3 / -13.3
Net charge: +1
Total energy in hartree: -380.10458
Spin multiplicity: 1



Molecular formula: C5H9N2O
Method: DFT, ωB97M-V with the def2-TZVPD basis set

Element x y z (Å)
H -1.9764 -0.0680 0.9544
N -1.1446 -0.1609 0.3782
C -0.1747 -0.7008 1.0335
C -0.0920 -1.4023 2.3813
O 0.9714 -0.8643 0.3485
C 0.9789 -0.4710 -0.9954
N 0.4031 0.7831 -1.1492
C 0.6082 2.0705 -1.2058
C -0.5605 1.5436 -1.9227
H 0.6574 -2.1261 2.4972
H -0.0414 -0.6438 3.1167
H -1.1909 -1.8840 2.5606
H 0.4300 -1.2153 -1.4824
H 2.0147 -0.7017 -1.3430
H 1.0188 2.8472 -0.6176
H -1.5074 1.6273 -1.6258
H -0.3948 1.3665 -2.9284

Summary:
LUMO (spin up / spin down) in eV: -5.56 / -5.56
HOMO level (spin up / spin down) in eV: -14.5 / -14.5
Net charge: +1
Total energy in hartree: -380.26724
Spin multiplicity: 1



Molecular formula: C5H9N2O2S
Method: DFT, ωB97M-V with the def2-TZVPD basis set

Element x y z (Å)
C -1.2180 -0.4481 -1.4792
C -0.3262 -0.7905 1.5521
C -1.3227 0.2884 1.0164
C 0.9184 -0.3008 0.9574
C -0.8061 0.6885 -0.3937
N 0.6099 0.6784 -0.0542
N 1.5653 1.2641 -0.9450
O -2.3602 -0.5404 -1.8126
O -0.2172 -1.1782 -1.8431
S 2.2896 0.1203 -2.1405
H -0.3517 -0.9622 2.5814
H -0.4923 -1.7219 0.9495
H -2.3149 -0.0127 0.9054
H -1.4101 1.2522 1.5413
H 1.6499 0.2782 1.5917
H 1.5738 -1.1697 0.6639
H -1.0592 1.6928 -0.6552
H 2.3891 1.4893 -0.2737
H 0.8828 -0.6275 -2.1619

Summary:
LUMO in eV: 3.74
HOMO level in eV: -3.6
Net charge: -1
Total energy in hartree: -854.08227
Spin multiplicity: 1



Molecular formula: C5H9N2O3
Method: DFT, ωB97M-V with the def2-TZVPD basis set

Element x y z (Å)
C -0.3718 -0.7036 1.5174
C 1.4123 -1.5627 0.0024
C -1.0701 -0.2213 0.4343
C -0.8109 1.9720 -0.3942
C 1.0550 -1.1591 -2.4199
N 0.7680 -1.4240 1.2215
N -0.8327 -0.6602 2.7729
O 2.4261 -2.1024 -0.0976
O -1.3855 0.6416 -0.3946
O 0.6869 -0.9874 -0.9415
H -1.5188 2.7470 -0.0737
H -0.6697 2.2139 -1.4343
H 0.0039 1.8406 0.2875
H 2.1372 -1.3186 -2.5348
H 0.9216 -0.2669 -2.9414
H 0.4561 -1.8993 -2.8616
H 1.1226 -1.9364 2.0328
H -1.8748 -0.4239 2.9425
H -0.3771 -1.4152 3.4092

Summary:
LUMO in eV: -4.48
HOMO level in eV: -13.2
Net charge: +1
Total energy in hartree: -530.78328
Spin multiplicity: 1



Molecular formula: C5H9N3
Method: DFT, ωB97M-V with the def2-TZVPD basis set

Element x y z (Å)
C 3.0995 -0.7433 0.2330
C 1.9162 -0.7610 0.0804
C 0.4113 -0.5608 0.0475
N -0.1885 -1.7482 0.0062
C -1.5633 -1.6663 -0.3324
N -0.0991 0.8040 -0.2294
C -0.9973 1.3617 0.7088
N 0.7599 1.6609 -0.7465
H 3.9981 -0.8811 0.6279
H -1.8564 -2.7643 -0.5804
H -1.5961 -1.0153 -1.2528
H -2.0756 -1.2349 0.6354
H -0.7602 1.8519 1.6582
H -1.8737 1.9546 0.1236
H -1.8609 0.6669 0.9168
H 1.6861 1.7120 -0.3148
H 1.0001 1.3633 -1.5816

Summary:
LUMO in eV: 0.65
HOMO level in eV: -9.0
Total energy in hartree: -359.97032
Spin multiplicity: 1